84
Properties=species:S:1:pos:R:3:forces:R:3:mulliken_charge:R:1 method="wB97M-V/def2-TZVPD" energy_ha=-2068.74702 de_lowest_ev=2.8256 molar_mass_g_mol=552.564 orbital_gap_ha=0.3661 smiles="COC(=O)OC.COC(=O)OC.COC(=O)OC.COC(=O)OC.CO.CO.CO.CO.CO.CO" homo_ev=-9.5153
C -3.3434 -1.1867 5.6110 0.538 -0.008 -0.092 -0.288
O -2.6605 -1.7899 6.6807 -0.036 -1.366 0.823 -0.542
H -2.7419 -1.3608 4.7188 0.220 0.930 -0.316 -0.018
H -4.2484 -1.7244 5.3283 -0.278 -0.047 0.782 0.253
H -3.5566 -0.1614 5.9133 -0.152 0.173 -0.848 0.286
H -2.1412 -1.1964 7.2280 -0.244 0.302 -0.396 0.302
C -4.2262 -1.9535 -2.3033 0.534 0.694 0.686 -0.473
O -3.7646 -2.0049 -3.6504 -0.155 -0.400 0.317 -0.481
H -5.3128 -2.0084 -2.2373 0.063 0.050 0.091 0.382
H -3.7864 -2.6814 -1.6215 -0.009 -0.860 -0.733 0.153
H -3.8276 -1.0545 -1.8331 -0.550 0.593 -0.084 0.135
H -4.4863 -1.6384 -4.1665 0.154 -0.035 -0.248 0.294
C 2.2593 2.2470 0.4448 -0.713 1.290 -0.070 -0.577
O 2.2611 0.8675 0.4759 1.566 -0.729 0.328 -0.541
H 2.9755 2.7457 1.0978 0.038 -0.761 0.674 0.383
H 2.5127 2.7602 -0.4829 -0.176 -0.486 -0.787 0.162
H 1.2570 2.5705 0.7258 -0.159 0.604 0.142 0.139
H 1.6453 0.5073 -0.1664 -0.247 0.155 0.030 0.488
C -1.5863 -3.7858 2.3071 -0.695 -0.247 -0.227 -0.199
O -2.8709 -3.1476 2.4203 0.450 0.270 -0.368 -0.474
H -1.3695 -4.1366 1.2982 -0.238 0.016 -0.169 0.292
H -0.7933 -3.0727 2.5322 -0.199 -0.140 0.491 -0.229
H -1.6387 -4.6682 2.9450 0.730 0.090 0.249 0.381
H -3.4663 -3.6319 1.8437 -0.130 0.043 0.055 0.267
C 1.7737 2.4528 -3.9927 -0.059 0.006 1.826 -0.379
O 1.6841 1.7714 -5.2032 0.258 -0.094 -0.781 -0.436
H 2.6118 3.1447 -3.9094 -0.171 0.410 -0.407 0.385
H 0.8313 2.9354 -3.7339 0.175 0.236 -0.331 -0.094
H 1.9639 1.7220 -3.2066 -0.152 -0.082 0.412 0.265
H 2.5534 1.3662 -5.2468 -0.077 -0.418 -0.725 0.259
C -1.4397 0.6006 -7.0053 0.601 1.491 -0.746 -0.256
O -0.1892 1.0724 -7.5081 1.002 -1.036 -0.073 -0.537
H -1.8289 -0.1160 -7.7286 -0.199 0.139 0.178 0.266
H -1.4038 0.1675 -6.0057 0.097 -0.045 -0.028 -0.059
H -1.9197 1.5787 -7.0373 -1.668 -0.638 0.536 0.264
H 0.3366 1.3818 -6.7669 0.265 0.096 0.171 0.335
C -1.3716 0.8359 -3.1960 0.225 -0.386 -1.310 -0.578
O -1.9269 0.7573 -1.8935 -0.428 0.253 1.721 -0.461
C -1.1693 0.5536 -0.8152 3.427 -2.119 1.454 0.925
O 0.0615 0.2347 -0.8729 -4.696 1.506 0.089 -0.396
O -1.9330 0.5642 0.3658 -0.113 0.834 -3.385 -0.440
C -1.4266 0.2658 1.6392 1.509 -0.696 1.338 -0.529
H -0.8216 1.7550 -3.3978 -0.088 -0.029 0.442 0.133
H -2.1982 0.7641 -3.9028 -0.318 0.353 0.426 0.301
H -0.7637 -0.0122 -3.5112 0.348 -0.090 0.767 0.331
H -2.1774 0.1810 2.4250 -0.916 0.013 -0.872 0.310
H -0.7722 1.0162 2.0828 0.406 0.254 -0.733 0.296
H -0.9113 -0.6945 1.6571 0.217 0.048 -0.287 0.143
C -0.8319 4.1119 -1.1138 -0.250 0.294 -0.177 -0.301
O -0.7423 5.2790 -1.9770 0.629 0.079 -0.919 -0.403
C 0.4705 5.7023 -2.4053 1.584 -0.400 1.097 0.836
O 1.5397 5.2321 -2.0422 -1.209 0.179 -0.513 -0.570
O 0.3683 6.7585 -3.2175 -0.683 -0.063 0.006 -0.362
C 1.5689 7.3114 -3.8384 -0.280 -1.631 -0.023 -0.611
H -1.7169 3.5566 -1.4243 -0.223 0.385 -0.007 0.241
H -0.9700 4.5012 -0.1051 0.170 -0.323 0.025 0.399
H -0.0222 3.3850 -1.1786 0.490 0.614 -0.058 -0.047
H 2.1737 7.8660 -3.1208 -0.376 0.320 -0.217 0.281
H 1.2084 7.7996 -4.7438 0.047 0.587 0.562 0.260
H 2.1758 6.4842 -4.2064 0.106 -0.110 0.216 0.277
C 0.7854 -1.3767 4.7576 -1.236 -0.530 1.074 -0.592
O 2.1233 -0.9471 4.8331 -0.190 1.199 -1.082 -0.286
C 2.9658 -1.4694 5.7061 -2.377 -2.179 0.811 0.843
O 2.6466 -2.2166 6.5951 -0.106 -0.144 0.670 -0.617
O 4.1518 -1.1716 5.3672 3.309 1.707 -0.887 -0.325
C 5.2891 -1.8073 5.9525 0.369 -0.606 0.265 -0.683
H 0.5614 -2.1639 5.4775 0.482 -0.535 -0.307 0.391
H 0.5080 -1.6598 3.7422 0.474 -0.032 0.018 0.017
H 0.0546 -0.6455 5.1032 0.417 0.803 -0.243 0.367
H 5.5111 -2.6840 5.3440 -0.095 -0.153 0.193 0.279
H 5.1791 -2.0838 7.0011 -0.568 -0.060 -0.157 0.319
H 6.1827 -1.1840 5.9184 -0.488 0.524 -0.386 0.248
C -0.2175 -2.7597 -1.4724 -1.172 -0.274 -1.237 -0.784
O 0.6333 -2.6019 -0.3961 2.656 -1.220 2.437 -0.103
C 1.0635 -3.7166 0.3102 -2.378 -2.306 0.933 0.557
O 0.7401 -4.9126 0.1307 1.275 3.628 -0.513 -0.615
O 1.6336 -3.3068 1.4763 0.708 0.192 -0.614 -0.111
C 2.2644 -4.2614 2.3656 0.195 -0.512 0.832 -0.727
H -1.2234 -2.5207 -1.1272 -0.351 -0.720 0.038 0.274
H -0.0907 -3.7370 -1.9382 -0.438 -0.050 0.174 0.503
H -0.0815 -1.9996 -2.2418 0.837 0.080 0.226 0.053
H 3.2893 -4.5636 2.1499 -0.218 -0.077 -1.325 0.361
H 1.6693 -5.1380 2.6213 -0.260 0.023 -0.783 0.353
H 2.4858 -3.8530 3.3516 -0.803 1.172 -0.139 0.135


39
Properties=species:S:1:pos:R:3:forces:R:3:mulliken_charge:R:1 method="wB97M-V/def2-TZVPD" energy_ha=-5770.85788 de_lowest_ev=0.0000 molar_mass_g_mol=846.856 orbital_gap_ha=0.2272 homo_ev=-7.6601
Ta 0.4417 -1.0378 0.1135 2.046 0.295 -1.393 0.773
Cl -2.9767 -0.3992 6.5054 -0.013 0.016 0.034 -0.174
C -2.1880 -0.8891 5.0646 0.019 -0.031 -0.036 0.565
C -1.7068 0.0710 4.1780 -0.026 -0.075 0.030 -0.408
Cl -1.8743 1.7442 4.4995 0.003 0.061 -0.021 -0.188
C -1.0859 -0.3521 3.0161 -0.045 -0.384 0.097 1.390
Cl -0.4606 0.7505 1.8485 -0.162 0.616 0.320 -0.083
C -0.9053 -1.6992 2.7028 -0.328 0.299 0.629 -0.361
O -0.2782 -2.0209 1.5884 -0.664 -0.477 0.471 -0.717
C -1.3898 -2.6503 3.6048 0.126 -0.028 -0.213 0.204
Cl -1.1672 -4.3019 3.2150 -0.004 -0.066 -0.001 -0.169
C -2.0283 -2.2484 4.7734 0.033 0.148 -0.076 0.032
Cl -2.6223 -3.4283 5.8588 -0.022 -0.060 0.051 -0.165
S 7.9515 -0.8915 0.2438 0.099 0.060 -0.004 -0.232
C 6.3250 -0.9174 0.2153 -0.288 -0.155 -0.004 0.131
S 5.3944 -1.4192 -1.1761 0.124 0.093 0.186 -0.082
C 3.8150 -1.2207 -0.4608 0.088 -0.006 -0.027 0.217
C 3.7865 -0.7951 0.8132 0.073 0.074 -0.005 0.302
S 2.3128 -0.5425 1.6749 -0.129 -0.082 -0.556 -0.246
S 5.3257 -0.4922 1.5820 0.072 -0.029 -0.217 -0.071
S 2.3958 -1.6251 -1.3553 -0.720 0.076 0.840 -0.296
O -1.9417 0.0464 -0.5608 0.181 -0.134 0.047 -0.738
C -1.1991 0.7515 -1.2389 -0.226 -0.031 -0.056 0.659
N 0.1576 0.6176 -1.1165 -0.155 0.045 0.250 0.067
C 0.8147 1.4661 -2.0372 0.506 0.211 0.232 0.185
O 2.0019 1.6025 -2.1209 -0.206 0.000 -0.163 -0.570
C -0.2684 2.1785 -2.7850 -0.383 -0.123 0.076 0.082
C -0.1954 3.0991 -3.8070 0.077 -0.012 0.024 -0.405
C -1.3955 3.6139 -4.2930 0.107 0.022 -0.041 -0.452
C -2.6180 3.2206 -3.7619 -0.112 -0.051 0.083 -0.502
C -2.6888 2.2808 -2.7372 -0.013 -0.035 0.030 -0.506
C -1.4979 1.7674 -2.2685 0.200 0.144 -0.201 0.260
H 0.7621 3.4008 -4.2099 -0.015 0.025 -0.011 0.493
H -1.3732 4.3331 -5.1012 -0.020 0.013 0.019 0.397
H -3.5346 3.6482 -4.1461 0.034 0.012 -0.049 0.407
H -3.6360 1.9652 -2.3206 -0.002 -0.007 -0.024 0.497
S -1.3798 -4.1935 -2.8856 -0.082 -0.122 -0.136 -0.359
C -0.7675 -3.1260 -1.9271 0.136 0.143 0.177 0.871
N -0.3053 -2.3069 -1.1882 -0.307 -0.446 -0.365 -0.807


88
Properties=species:S:1:pos:R:3:forces:R:3:mulliken_charge:R:1 method="wB97M-V/def2-TZVPD" energy_ha=-2775.27616 de_lowest_ev=0.0000 molar_mass_g_mol=609.543 orbital_gap_ha=0.3237 total_charge=-1 homo_ev=-6.5624
C 1.9159 -4.6508 -1.4666 -0.004 -0.032 -0.182 -1.039
C 2.6244 -3.5643 -0.7073 -0.201 0.125 -0.247 0.777
O 3.3338 -3.7287 0.2259 0.363 -0.153 0.343 -0.513
O 2.4105 -2.2674 -1.2000 -0.258 -0.175 -0.133 -0.262
C 1.2808 -1.6044 -0.6698 -0.028 -0.310 -0.468 0.610
O 1.3690 -1.0448 0.3644 -0.004 0.350 0.458 -0.459
C 0.1207 -1.7029 -1.6156 0.308 0.172 -0.278 -0.935
S -1.4401 -1.0532 -1.0307 -0.117 -0.060 -0.126 0.984
O -1.1718 0.2933 -0.5823 -0.161 -0.055 -0.002 -0.572
O -2.2995 -1.2206 -2.1949 0.104 0.054 0.080 -0.764
N -1.8996 -1.9310 0.1916 0.358 0.015 0.183 -0.118
S -2.3070 -3.4651 -0.0932 -0.620 -0.337 0.337 0.966
O -1.2977 -4.1716 -0.8787 0.062 0.071 0.128 -0.684
O -2.6495 -4.0410 1.1994 0.168 0.073 -0.169 -0.773
B -3.9159 -3.3738 -1.1257 -0.334 -0.009 -0.220 0.298
N -4.8314 -2.3277 -0.8463 0.770 -0.174 0.172 -0.367
O -4.1059 -4.3827 -2.0509 0.116 0.450 -0.188 -0.592
H 2.6271 -5.4608 -1.6549 -0.172 0.085 0.126 0.385
H 1.5085 -4.2901 -2.4126 0.093 -0.053 0.152 0.336
H 1.0849 -5.0221 -0.8549 0.128 0.064 -0.099 0.211
H -0.0177 -2.7466 -1.9131 -0.112 0.239 0.121 0.291
H 0.3626 -1.1212 -2.5156 0.008 -0.092 0.161 0.390
H -4.9436 -1.6768 -1.6177 -0.448 -0.246 -0.029 0.276
H -4.5284 -1.7723 -0.0500 -0.055 0.257 -0.083 0.244
H -3.8519 -4.1607 -2.9524 0.028 -0.110 0.102 0.310
C 5.1702 0.0602 1.7635 0.001 -0.098 -0.004 -1.063
C 4.9857 0.7372 0.4189 -0.177 -0.081 0.030 -0.049
O 4.5105 -0.1612 -0.5710 0.057 0.093 -0.031 -0.497
H 5.8610 -0.7787 1.6664 0.027 0.023 0.018 0.161
H 5.5631 0.7576 2.5058 0.007 0.008 -0.009 0.407
H 4.2182 -0.3341 2.1251 -0.012 0.037 0.002 0.333
H 5.9387 1.1180 0.0468 -0.003 0.044 0.019 0.255
H 4.2960 1.5844 0.5109 0.080 0.063 0.045 0.191
H 3.6603 -0.5130 -0.2761 0.078 -0.126 -0.024 0.174
C 0.2441 4.1291 0.7443 0.056 -0.025 -0.051 -1.041
C -0.8792 3.9259 -0.2585 -0.011 -0.084 0.009 0.145
O -0.5088 3.0690 -1.3206 0.271 0.094 0.134 -0.495
H 1.1254 4.5388 0.2473 -0.009 0.012 0.007 0.229
H -0.0571 4.8105 1.5428 -0.015 -0.003 0.005 0.358
H 0.5246 3.1755 1.1971 -0.021 0.009 0.021 0.298
H -1.1560 4.8766 -0.7183 -0.026 0.003 0.015 0.331
H -1.7649 3.5284 0.2520 -0.022 0.050 0.007 -0.074
H -0.2993 2.2067 -0.9330 -0.303 -0.127 -0.212 0.306
C -5.1257 2.3135 0.2005 0.108 -0.034 0.024 -0.863
C -5.3331 1.0283 0.9778 0.101 0.011 0.044 -0.415
O -4.2790 0.0995 0.7816 -0.086 0.103 0.022 -0.258
H -5.0263 2.1028 -0.8650 -0.020 0.010 0.002 0.246
H -5.9650 2.9926 0.3430 0.015 0.002 -0.024 0.261
H -4.2080 2.8109 0.5252 -0.013 -0.004 0.017 0.244
H -6.2386 0.5187 0.6432 -0.024 0.019 0.025 0.336
H -5.4433 1.2443 2.0476 -0.067 -0.001 -0.003 0.258
H -3.4518 0.5051 1.0701 0.089 -0.184 -0.052 0.166
C 8.7177 -2.4711 1.2587 -0.066 0.079 0.010 -0.926
C 9.6191 -1.8499 2.3083 -0.102 -0.079 0.061 -0.234
O 8.9129 -0.9425 3.1478 0.048 -0.052 0.005 -0.509
H 8.2618 -1.6959 0.6421 0.012 -0.014 -0.020 0.194
H 9.2690 -3.1559 0.6126 0.026 0.004 0.013 0.353
H 7.9105 -3.0328 1.7348 0.007 -0.033 -0.027 0.304
H 10.4157 -1.2686 1.8446 -0.002 0.014 0.007 0.279
H 10.0854 -2.6331 2.9174 0.068 0.005 -0.039 0.250
H 8.2028 -1.4345 3.5738 -0.023 0.091 -0.023 0.292
C 4.8040 3.3579 -2.0663 0.058 -0.022 0.073 -0.727
C 6.0122 3.9098 -2.7946 0.008 -0.082 -0.023 -0.323
O 7.2371 3.5835 -2.1413 0.005 -0.028 -0.023 -0.521
H 4.7716 3.7351 -1.0434 -0.014 0.021 -0.013 0.232
H 3.8780 3.6375 -2.5708 -0.001 -0.007 -0.011 0.372
H 4.8487 2.2672 -2.0187 -0.067 -0.003 -0.026 0.138
H 5.9836 4.9988 -2.8331 0.003 0.002 0.000 0.296
H 6.0323 3.5391 -3.8258 -0.020 0.055 -0.023 0.257
H 7.2974 2.6232 -2.0968 -0.012 0.041 0.040 0.295
C -9.1724 3.1490 -3.2315 0.065 0.069 0.007 -1.092
C -8.5594 2.4385 -2.0397 -0.033 0.014 0.044 -0.170
O -7.9027 3.3347 -1.1517 -0.118 0.091 -0.031 -0.467
H -8.4063 3.7004 -3.7773 -0.002 -0.018 -0.012 0.294
H -9.6422 2.4364 -3.9111 -0.006 -0.009 0.006 0.327
H -9.9345 3.8624 -2.9073 -0.024 -0.026 -0.006 0.325
H -7.7909 1.7379 -2.3642 -0.007 -0.017 0.009 0.256
H -9.3256 1.8697 -1.5014 0.017 -0.049 -0.021 0.274
H -8.5508 3.9677 -0.8252 0.019 -0.027 -0.021 0.265
C -3.0955 -3.0174 4.3988 0.118 -0.179 0.017 -0.883
C -3.5037 -1.5683 4.2328 0.101 0.034 -0.265 -0.167
O -2.5993 -0.8789 3.3769 -0.178 -0.046 0.010 -0.504
H -2.0754 -3.0751 4.7828 -0.017 0.013 0.058 0.227
H -3.7557 -3.5684 5.0737 -0.049 0.108 0.036 0.376
H -3.1033 -3.5221 3.4318 -0.021 0.017 -0.001 0.198
H -3.4835 -1.0295 5.1819 -0.007 -0.022 0.025 0.347
H -4.5245 -1.5088 3.8332 -0.010 0.029 0.029 0.149
H -2.5736 -1.3556 2.5328 0.152 0.065 -0.040 0.281